Formula: C22H51BF4N4O4
Source: the OMol25 dataset
Level of theory: ωB97M-V/def2-TZVPD

Computed properties:
E_LUMO (eV): -0.14
Charge: 0
Relative energy (zero: lowest compared OMol25 entry of this formula, charge and spin) (kJ/mol): 360.2
E (a.u.): -1812.882206
Orbital gap (eV): 9.40

Each line ends with the Löwdin charge.
Atoms and positions in Å:
H -3.1614 -3.1963 3.7239  0.075
C 1.8686 -4.3393 1.5139  0.019
H 0.1216 1.6467 1.1219  0.050
H 1.6996 -1.1443 0.9009  0.113
C 1.4636 -2.9683 -0.5581  -0.093
H 2.9656 0.8507 -0.5011  0.073
C -2.3604 5.8707 1.6539  -0.234
H -3.7294 -3.9533 2.1909  0.050
H -0.7254 4.4217 -5.3771  0.074
N 2.1326 -3.0963 0.7829  -0.257
C -0.1614 3.6567 -3.5251  -0.344
C 0.4046 -1.9523 -4.9131  -0.004
H 0.6426 4.1267 3.7959  0.088
H -5.0454 0.2257 -0.9341  0.059
H -3.2774 -1.4623 1.6799  0.164
H -1.0374 4.1387 -2.9881  0.115
H 1.6416 3.1287 0.9949  0.136
C 0.7656 3.4927 1.6719  -0.344
H -2.3844 3.8007 1.9679  0.064
H 0.7526 -0.5413 4.0069  0.128
H 2.2576 -2.6503 3.4359  0.034
H 2.1446 3.1817 3.2199  0.112
C -5.5484 0.4547 -0.0741  -0.032
H 1.7156 5.1187 2.6519  0.074
H 0.3406 -3.1633 -0.5331  0.152
B -0.7154 0.6687 -1.0611  -1.484
C -2.4144 -2.2963 1.8079  -0.317
H 3.4366 -1.7123 2.6429  0.140
N -0.4724 -3.8403 -3.2331  0.134
H 0.7646 -4.5963 1.8299  0.157
H 0.6066 3.4327 -2.6331  0.141
H 2.2176 1.8117 -1.7901  0.060
F -1.5224 -0.1373 -0.1971  0.087
H 3.8906 -1.9693 0.4579  0.103
H 2.3856 -4.4223 2.5659  0.147
C 3.4876 0.0477 -2.4001  -0.216
F -0.5544 -0.0973 -2.1501  0.199
F 0.4556 0.7667 -0.4431  0.168
N -2.0644 6.9577 2.0709  0.091
H -0.2464 -1.2093 -4.7901  0.028
H -5.8784 -0.3943 0.4009  0.056
H -2.3084 -4.2333 3.0139  0.097
O 0.0246 2.2927 1.8559  -0.112
C -3.0084 -3.3553 2.6529  -0.099
H -2.4684 4.1047 0.2809  0.044
H 1.3426 -1.9983 -0.9391  0.102
C 2.3176 -1.7453 3.0359  -0.183
O -5.3254 1.5727 2.0519  -0.027
H -1.7174 -1.9173 0.0699  0.028
F -1.2494 1.8927 -1.1261  0.205
H 4.0296 -4.7823 -0.6621  0.109
H 0.6966 -1.8903 1.8929  0.075
H 0.8576 4.3217 -5.2041  0.063
H -4.3144 2.1127 0.1429  0.119
H -1.6374 -1.9263 2.2319  0.025
H 2.3786 -0.4553 4.5249  -0.046
C 0.0126 4.6247 -4.6441  -0.085
O -2.0164 -2.7083 0.5059  -0.075
H -3.8814 0.7377 0.8939  -0.003
H 2.3846 -3.3183 -2.4561  0.115
N 3.6916 -0.8643 -3.1131  0.129
H 0.1156 4.1717 1.2869  0.047
C 1.3996 4.1017 2.9329  -0.090
H 1.8316 -4.7913 -1.7271  0.137
H 1.2436 -1.6863 -4.5851  -0.031
C 1.8696 -0.5493 3.7939  -0.047
H -1.1794 2.1037 -3.2211  0.069
C -2.8234 4.4647 1.2209  -0.077
H 0.2796 -2.1833 -6.0231  0.129
H 2.1546 0.3587 3.1019  0.129
C -4.6154 1.3077 0.8339  -0.255
H 3.8876 1.8677 -1.5871  0.071
C 3.5376 -2.9403 0.3849  -0.097
C 3.0556 1.1947 -1.5421  -0.052
C 2.3996 -3.8413 -1.4271  -0.159
H 4.5096 -3.4363 -1.2761  0.005
H -6.3624 0.9787 -0.1621  0.018
H -5.0304 2.3727 2.4149  0.036
O -0.5904 2.3767 -3.9631  -0.099
H -4.0084 4.3767 1.1279  0.119
C 3.7926 -3.7933 -0.8961  -0.086
H 0.0246 5.6097 -4.3501  0.053
H 4.2866 -3.1383 1.2459  0.163
C -0.0994 -3.0153 -3.9591  -0.209
H 2.0156 -5.0853 0.7849  0.081
C 1.6376 -1.9443 1.5969  -0.100



Formula: C22H51BFO11
Source: the OMol25 dataset
Level of theory: ωB97M-V/def2-TZVPD

Computed properties:
E_LUMO (eV): 1.63
Charge: -1
E (a.u.): -1821.082873
Orbital gap (eV): 5.12

Each line ends with the Löwdin charge.
Atoms and positions in Å:
H -10.4267 0.9315 -2.7118  0.110
H -8.9620 -0.9747 -4.5611  0.109
O 8.9078 0.4271 4.4896  -0.128
C -10.1259 0.7663 -4.9135  -0.412
H -1.0518 -1.3063 2.8193  0.082
C 9.5420 1.4598 3.7536  -0.186
H 2.1943 0.9944 0.1153  0.132
C 7.5002 0.3291 4.3369  -0.184
H 6.9699 4.9661 4.5689  0.087
C 2.3025 -2.1242 -1.0955  -0.179
H -7.0720 -0.0386 -3.7502  0.088
C -7.6226 0.6840 -4.3506  -0.193
O 4.0559 0.3981 -0.5591  -0.219
C 2.7122 -0.9143 0.9418  -0.186
H 3.5077 1.0327 1.3231  0.130
H 6.0507 -4.0406 0.2685  0.084
C -3.0031 -0.7654 -0.6969  -0.186
H -12.2697 2.2240 -5.8381  0.047
H 2.5344 -4.0292 -0.1495  0.131
H 7.7598 -0.8833 0.5701  0.091
C -2.1092 -1.5959 2.7609  -0.119
C 4.2693 1.6525 -1.1631  -0.112
C 5.0398 -4.3188 -0.0234  -0.114
H -6.9574 1.1329 -5.0866  0.106
H -2.1702 -2.6866 2.6593  0.088
C 3.0617 -3.4140 -0.8898  -0.205
H -2.3677 -0.7281 -1.5846  0.126
H 10.6002 1.1913 3.7381  0.127
H 2.9237 -1.3990 -1.6254  0.124
H -3.3791 0.2414 -0.5011  0.125
C 7.0751 -0.3705 3.0672  -0.212
H 9.5497 2.7223 5.4808  0.130
H 8.7073 5.3196 4.6937  0.087
C 9.4241 2.8229 4.3948  -0.213
C -6.3408 1.9114 -0.4886  -0.101
F -7.9937 1.7062 -3.4798  -0.073
O 8.1678 3.4051 4.1034  -0.195
H -5.9444 2.7851 0.0257  0.084
H 9.1795 1.4911 2.7237  0.124
H 3.6079 -1.5242 1.0831  0.114
C 6.9489 -0.1640 0.7428  -0.095
C -10.8977 0.5514 -3.6227  -0.238
C 3.0897 0.4715 0.4741  -0.202
O 4.3831 -3.1491 -0.4488  -0.204
H -2.6086 -1.2986 3.6812  0.086
H 7.7339 -1.2312 2.8912  0.130
H -8.5820 -0.1685 -6.0747  0.114
O 1.7797 -1.5740 0.1036  -0.134
H -5.7669 -2.4958 -0.4158  0.126
C -5.2204 -1.5713 -0.2210  -0.181
H 5.9901 -0.6856 0.7156  0.072
H 4.6033 2.3952 -0.4285  0.091
H -10.9931 -0.5502 -3.5729  0.117
H 3.3583 2.0175 -1.6512  0.090
H -9.9837 1.8387 -5.1096  0.140
H 6.9618 0.5796 -0.0500  0.086
H -7.4141 1.8344 -0.2865  0.092
O -5.6457 0.7831 0.0051  -0.198
H -6.1967 2.0308 -1.5664  0.080
H 1.4296 -2.3430 -1.7131  0.129
H 4.5314 -4.7681 0.8381  0.089
H 3.1016 -3.9657 -1.8396  0.128
O -2.7582 -0.9485 1.6965  -0.191
H 2.2129 -0.8142 1.9078  0.127
O 7.1313 0.5159 1.9687  -0.192
H 6.0449 -0.7392 3.1869  0.126
C 7.9339 4.5619 4.8699  -0.116
H 7.1620 -0.2750 5.1810  0.127
B -12.3071 1.0450 -5.4055  -0.584
H -13.3500 0.5018 -5.7603  0.038
H -1.9910 -2.3270 0.3595  0.130
H 7.0269 1.3112 4.4056  0.124
C -6.1278 -0.4158 -0.5705  -0.205
H -4.9577 -1.5430 0.8393  0.122
C -8.8179 0.0059 -5.0255  -0.114
H -7.1392 -0.6229 -0.1928  0.133
H -6.1809 -0.3144 -1.6606  0.114
H 5.0946 -5.0608 -0.8293  0.088
C -2.1468 -1.2442 0.4521  -0.207
O -4.0571 -1.6498 -1.0334  -0.128
O -11.0734 0.3082 -5.8522  -0.106
H 10.2230 3.4731 4.0087  0.127
H 5.0452 1.5271 -1.9161  0.087
O -12.1534 1.1047 -3.8786  -0.139
H 7.9035 4.3283 5.9409  0.088
H -1.1672 -0.7466 0.4078  0.121